Entry 1:
{"formula": "C3H4LiO3V", "method": "the ωB97M-V functional and the def2-TZVPD basis", "de_lowest_kcal_mol": 56.4, "spin_multiplicity": 5, "charge": 2, "gap_ev": [6.89, 7.47], "homo_energy_ev": [-17.963, -18.427], "elements": ["C", "O", "C", "V", "C", "O", "H", "H", "Li", "O", "H", "H"], "coordinates": [[-2.5400, 0.8069, 0.9532], [1.4516, -1.9139, 0.1561], [-2.1067, 0.2079, -0.2682], [0.3182, -0.1253, 3.5007], [1.5223, -0.9891, 0.9632], [0.7461, -1.0214, 1.9969], [-2.4461, 0.6654, -1.2130], [-2.4148, 0.2710, 1.8960], [-0.5038, -2.2094, 0.5125], [-1.6728, -0.9670, -0.3079], [-2.8693, 1.8461, 0.9632], [1.9364, 0.0538, 0.7022]], "forces_ev_per_a": [[0.8, 0.7, -0.1], [0.5, 1.7, 1.6], [-1.5, -1.5, -0.2], [0.1, 0.3, 0.8], [0.6, 0.1, -4.9], [-1.4, 0.0, 2.5], [0.6, 0.2, 0.2], [-0.2, 0.0, -0.2], [-0.1, -0.4, -0.6], [0.5, 0.9, 0.5], [-0.2, -0.4, 0.1], [0.3, -1.7, 0.5]], "nbo_charge": [-0.220, -0.552, 0.290, 1.657, 0.630, -0.887, 0.206, 0.148, 0.946, -0.630, 0.237, 0.176]}

Entry 2:
{"formula": "C3H4LiO3Yb", "method": "the ωB97M-V functional and the def2-TZVPD basis", "de_lowest_kcal_mol": 0.0, "spin_multiplicity": 2, "charge": 2, "gap_ev": [7.44, 7.81], "homo_energy_ev": [-17.390, -17.805], "elements": ["H", "H", "H", "O", "Yb", "C", "O", "O", "Li", "C", "C", "H"], "coordinates": [[-2.6224, 0.1511, 1.5563], [-2.9723, 0.3515, -1.5593], [2.0925, -0.3023, 0.5125], [1.2945, -2.0802, -0.2059], [0.4370, 0.0171, 3.4310], [1.4365, -1.2139, 0.6532], [-2.0326, -1.1884, -0.6459], [0.5850, -1.1421, 1.6229], [-0.6781, -2.2457, 0.1312], [-2.5698, -0.0630, -0.6192], [-2.9153, 0.5889, 0.6005], [-3.3733, 1.5781, 0.5797]], "forces_ev_per_a": [[-0.2, 0.0, -0.3], [0.4, 0.1, 0.2], [0.1, -1.2, 0.2], [0.5, 1.1, 1.0], [0.1, -0.2, 0.0], [-0.1, -0.1, -3.1], [0.3, 0.8, 0.4], [-0.8, 0.8, 2.2], [0.1, -0.3, -0.4], [-0.9, -1.1, -0.2], [0.5, 0.6, -0.1], [0.0, -0.4, 0.1]], "nbo_charge": [0.147, 0.196, 0.135, -0.612, 1.915, 0.638, -0.620, -1.046, 0.941, 0.297, -0.223, 0.231]}

Entry 3:
{"formula": "C3H4MgO3", "method": "the ωB97M-V functional and the def2-TZVPD basis", "de_lowest_kcal_mol": 43.9, "spin_multiplicity": 1, "charge": 2, "gap_ev": 6.77, "homo_energy_ev": -17.170, "elements": ["O", "C", "C", "Mg", "H", "H", "C", "O", "O", "H", "H"], "coordinates": [[-0.1653, 0.5672, -2.3102], [-0.7444, 1.0410, -1.4660], [-1.6451, 1.3102, -0.3892], [1.8227, -1.5634, -0.7090], [-1.8121, 2.3965, -0.3255], [-1.1774, 1.1213, 0.5871], [0.8896, -1.4149, 1.6697], [2.2102, -1.6923, 1.3202], [0.3527, -1.0632, 0.5749], [-2.5606, 0.9777, -1.0124], [2.8298, -1.6801, 2.0603]], "forces_ev_per_a": [[-0.5, 1.0, 0.9], [0.7, -1.0, -0.3], [-0.3, 1.7, -2.1], [0.1, -0.3, 1.3], [0.1, 0.2, -0.3], [-0.7, -1.2, -0.1], [-0.3, 0.8, -0.9], [0.7, -0.1, -0.6], [-0.2, -0.3, -0.4], [0.3, -0.4, 2.1], [0.2, -0.4, 0.4]], "nbo_charge": [-0.284, 0.981, -0.820, 1.666, 0.364, 0.380, 0.560, -0.879, -0.912, 0.378, 0.566]}

Entry 4:
{"formula": "C3H4N2", "method": "the ωB97M-V functional and the def2-TZVPD basis", "de_lowest_kcal_mol": 128.4, "spin_multiplicity": 1, "gap_ev": 9.27, "homo_energy_ev": -8.140, "elements": ["H", "C", "N", "C", "H", "C", "H", "N", "H"], "coordinates": [[-1.2299, -0.6827, -2.3696], [0.5909, 0.1723, -1.5578], [-0.5096, 0.0852, -2.5928], [0.4075, -0.4946, 2.2012], [0.3144, -0.4825, 4.2781], [-0.4630, 0.8362, -1.2790], [1.3083, -0.5480, -1.1985], [0.5517, -0.5233, 3.3490], [-0.9704, 1.6374, -0.8306]], "forces_ev_per_a": [[1.6, 0.7, -0.5], [-0.9, -1.6, 1.0], [-1.9, -0.5, 0.4], [0.1, 0.0, -1.0], [-0.2, 0.0, 2.2], [1.4, 0.4, -1.2], [0.4, 0.5, -0.2], [0.1, 0.0, -1.2], [-0.7, 0.5, 0.6]], "nbo_charge": [0.302, -0.069, -0.635, 0.295, 0.432, -0.044, 0.228, -0.726, 0.218]}

Entry 5:
{"formula": "C3H4N2", "method": "the ωB97M-V functional and the def2-TZVPD basis", "de_lowest_kcal_mol": 70.9, "spin_multiplicity": 1, "gap_ev": 10.55, "smiles": "C1=NN=CC1", "homo_energy_ev": -9.684, "elements": ["C", "N", "H", "C", "H", "N", "H", "C", "H"], "coordinates": [[-1.0882, -0.1805, -0.0441], [-0.7525, -1.3558, 0.0129], [0.0851, 1.5358, -0.8200], [1.1763, -0.3017, 0.0778], [-2.1235, 0.0461, 0.0055], [0.5867, -1.4113, -0.0495], [-0.3532, 1.2234, 0.9005], [0.1179, 0.6419, -0.0176], [2.3515, -0.1979, -0.0655]], "forces_ev_per_a": [[-0.7, 2.4, -0.9], [-0.7, -4.3, 0.1], [0.6, -2.1, 1.7], [2.5, 0.4, -1.2], [-0.6, 0.8, 0.0], [3.2, -4.0, 0.5], [1.9, -0.5, -0.8], [-3.3, 7.3, 0.1], [-2.9, -0.1, 0.6]], "nbo_charge": [0.067, -0.265, 0.276, 0.015, 0.209, -0.246, 0.282, -0.569, 0.231]}

Entry 6:
{"formula": "C3H4N2O", "method": "the ωB97M-V functional and the def2-TZVPD basis", "de_lowest_kcal_mol": 100.0, "spin_multiplicity": 1, "gap_ev": [7.81, 7.82], "homo_energy_ev": [-8.946, -8.947], "elements": ["H", "H", "H", "H", "C", "N", "C", "C", "N", "O"], "coordinates": [[-0.0198, 1.3574, -2.4514], [-0.8217, 0.4440, 1.2902], [1.5506, -0.9538, 0.2204], [-0.7206, -1.0164, 0.1501], [0.2011, 1.0878, -1.4473], [1.0805, -0.2316, 0.6477], [1.5956, 0.9143, -1.2213], [-0.2437, -0.1057, 0.4836], [-0.7359, 0.6705, -0.6458], [2.7289, 1.0907, -1.4665]], "forces_ev_per_a": [[-0.5, 0.9, -0.5], [0.6, -1.1, -0.1], [0.7, -2.5, -0.9], [-0.9, -0.9, 0.6], [-1.9, -1.0, 0.4], [2.0, 4.2, -0.4], [2.5, -1.5, 3.3], [-1.9, 0.6, 0.1], [1.8, 1.3, -2.3], [-2.4, -0.1, -0.1]], "nbo_charge": [0.234, 0.212, 0.347, 0.209, -0.190, -0.799, 0.733, -0.129, -0.202, -0.415]}

Entry 7:
{"formula": "C3H4N2O", "method": "the ωB97M-V functional and the def2-TZVPD basis", "de_lowest_kcal_mol": 68.4, "spin_multiplicity": 1, "gap_ev": 9.62, "homo_energy_ev": -9.210, "elements": ["H", "C", "H", "H", "N", "N", "H", "C", "O", "C"], "coordinates": [[-0.8202, -0.5661, 2.7010], [0.4267, -1.0852, 1.2247], [-0.6795, 0.6851, 1.5470], [0.1582, 1.3148, -0.4140], [0.9391, 0.1222, -3.2287], [-0.4693, -0.2763, 1.8009], [-0.9959, -0.0060, -0.7376], [0.5567, 0.1962, -2.1420], [0.8210, -0.6619, 0.0092], [0.0634, 0.2772, -0.7604]], "forces_ev_per_a": [[0.2, 0.1, -0.1], [-0.2, 0.4, 0.0], [-0.1, -0.2, -0.2], [0.1, -0.2, 0.0], [-0.4, 0.1, 1.0], [0.1, -0.1, 0.1], [0.1, 0.1, 0.0], [0.3, -0.1, -0.8], [0.0, -0.2, 0.1], [-0.1, 0.1, 0.0]], "nbo_charge": [0.408, 0.347, 0.375, 0.214, -0.278, -0.840, 0.229, 0.258, -0.506, -0.205]}

Entry 8:
{"formula": "C3H4N2O", "method": "the ωB97M-V functional and the def2-TZVPD basis", "de_lowest_kcal_mol": 146.5, "spin_multiplicity": 1, "gap_ev": [8.34, 7.63], "homo_energy_ev": [-8.751, -8.669], "elements": ["H", "H", "N", "N", "H", "C", "C", "O", "C", "H"], "coordinates": [[0.9900, 1.1500, 0.8052], [-0.9531, -2.0988, -0.5145], [1.6814, -0.2413, -0.1596], [-1.4798, 0.8372, 0.7626], [2.1688, -0.8617, -0.7939], [-0.7476, -1.0733, -0.2429], [-0.1771, 1.0381, 0.3109], [-1.7605, -0.4285, 0.3872], [0.3699, -0.2339, -0.2050], [-0.0920, 1.9121, -0.3502]], "forces_ev_per_a": [[-2.9, 0.9, 0.6], [0.1, 0.2, 0.1], [-0.1, -0.4, -1.0], [-0.3, 0.0, 0.7], [-0.1, -0.7, 0.2], [-0.5, 0.0, 0.1], [3.2, 0.6, 0.3], [0.2, -0.5, -0.4], [0.7, 0.2, -0.1], [-0.3, -0.3, -0.2]], "nbo_charge": [0.335, 0.218, -0.673, -0.039, 0.350, 0.070, -0.431, -0.226, 0.138, 0.258]}

Entry 9:
{"formula": "C3H4N2O", "method": "the ωB97M-V functional and the def2-TZVPD basis", "de_lowest_kcal_mol": 65.5, "spin_multiplicity": 1, "gap_ev": 9.62, "smiles": "Oc1cn[nH]c1", "homo_energy_ev": -8.849, "elements": ["H", "H", "C", "H", "N", "C", "O", "H", "C", "N"], "coordinates": [[-1.6697, -1.0401, -0.8937], [1.8801, -0.1300, 0.0180], [0.8674, 0.0822, 0.3095], [0.5269, 1.8983, -1.6818], [-1.0383, -0.8285, 1.0834], [-0.1242, 0.4440, -0.5737], [-0.1231, 1.1807, -1.7195], [0.6190, -0.6244, 2.2873], [-1.1934, -0.3915, -0.1696], [0.2569, -0.5895, 1.3418]], "forces_ev_per_a": [[-1.5, 0.8, 0.2], [0.6, 0.9, 0.6], [0.3, 0.8, 0.0], [-0.1, -0.4, 0.2], [0.7, -0.9, -0.6], [0.2, -1.3, -0.1], [0.3, -0.3, 0.0], [-0.2, -0.2, -0.3], [-0.3, 0.2, 0.0], [0.1, 0.4, 0.0]], "nbo_charge": [0.218, 0.223, -0.187, 0.491, -0.241, 0.226, -0.665, 0.404, -0.128, -0.340]}

Entry 10:
{"formula": "C3H4N2O", "method": "the ωB97M-V functional and the def2-TZVPD basis", "de_lowest_kcal_mol": 56.4, "spin_multiplicity": 1, "gap_ev": 10.20, "smiles": "NC1=N[C@H]1C=O", "homo_energy_ev": -9.533, "elements": ["H", "C", "N", "H", "H", "C", "O", "H", "C", "N"], "coordinates": [[-0.7768, -0.4871, -2.1629], [-0.1185, -0.3050, 0.7629], [0.1790, -0.5587, -1.8480], [-1.1863, 0.9684, 2.2182], [-0.6394, -1.1991, 1.1313], [0.4704, -0.3849, -0.5483], [0.2172, 2.0219, 1.1880], [0.9223, -0.6249, -2.5261], [-0.4068, 1.0132, 1.4221], [1.3389, -0.4439, 0.3629]], "forces_ev_per_a": [[0.3, 0.1, 0.1], [-0.5, 0.2, 0.3], [0.2, 0.2, 0.2], [0.1, 0.2, -0.2], [0.2, 0.4, 0.2], [0.1, -0.3, 0.2], [-0.6, -0.5, 0.1], [-0.1, 0.0, 0.1], [0.2, 0.0, 0.0], [0.1, -0.3, -1.0]], "nbo_charge": [0.412, -0.274, -0.797, 0.106, 0.186, 0.410, -0.511, 0.410, 0.409, -0.351]}

Entry 11:
{"formula": "C3H4N2O", "method": "the ωB97M-V functional and the def2-TZVPD basis", "de_lowest_kcal_mol": 25.2, "spin_multiplicity": 1, "gap_ev": 10.19, "smiles": "Nc1cnco1", "homo_energy_ev": -9.308, "elements": ["C", "C", "C", "O", "H", "H", "H", "N", "H", "N"], "coordinates": [[-0.1497, 0.3579, -0.1011], [-0.3956, -0.6714, 0.7179], [1.3545, -1.1448, -0.3379], [0.9982, 0.0663, -0.8066], [-1.7314, 1.4667, -0.7736], [2.2500, -1.5755, -0.7692], [-0.7871, 2.2237, 0.4332], [0.5777, -1.6497, 0.5693], [-1.2654, -0.5999, 1.3573], [-0.8512, 1.5267, -0.2892]], "forces_ev_per_a": [[-0.2, -0.1, 0.1], [-0.2, 0.3, 0.0], [0.0, -0.2, 0.1], [-0.2, 0.1, 0.0], [0.1, 0.1, 0.1], [-0.2, 0.0, 0.1], [-0.1, -0.1, -0.1], [0.1, 0.3, -0.2], [0.3, -0.9, 0.3], [0.4, 0.5, -0.6]], "nbo_charge": [0.357, -0.133, 0.319, -0.408, 0.391, 0.191, 0.391, -0.456, 0.213, -0.865]}

Entry 12:
{"formula": "C3H4N2O", "method": "the ωB97M-V functional and the def2-TZVPD basis", "de_lowest_kcal_mol": 40.0, "spin_multiplicity": 1, "gap_ev": 9.45, "smiles": "Nc1ccno1", "homo_energy_ev": -8.596, "elements": ["H", "O", "N", "C", "H", "C", "H", "C", "H", "N"], "coordinates": [[-2.7375, 0.2712, 0.1062], [0.0373, -1.0413, 0.8940], [-1.3558, -0.9699, 0.9866], [0.4744, -0.0952, 0.0585], [2.3824, -0.7695, 0.2567], [-0.5780, 0.6162, -0.4466], [-0.5611, 1.4462, -1.1366], [-1.6890, 0.0115, 0.1932], [2.1947, 0.5150, -0.8542], [1.8325, 0.0156, -0.0577]], "forces_ev_per_a": [[0.2, -0.1, 0.0], [0.3, 0.1, -0.1], [-0.2, 0.3, -0.2], [-0.1, 0.1, 0.0], [-0.1, 0.1, -0.1], [0.1, 0.0, 0.0], [0.0, -0.1, 0.1], [-0.1, -0.1, 0.1], [-0.1, -0.1, 0.1], [0.0, 0.0, 0.0]], "nbo_charge": [0.217, -0.313, -0.152, 0.501, 0.403, -0.463, 0.234, -0.013, 0.397, -0.811]}